Computed, not measured: C24H22Cl2PW as an isolated structure at a distorted geometry, with ωB97M-V with the def2-TZVPD basis set.

Properties
total charge = +1
HOMO-LUMO gap (spin up / spin down) = 6.6 / 3.8 eV
HOMO (spin up / spin down) = -9.5 / -9.2 eV
total energy = -61393.20489 eV
molecular weight = 596.2 g/mol
ΔE to the lowest compared entry with this formula, charge and spin = 2.697 eV
spin multiplicity = 3

Last column: Löwdin charge in e.
Element x y z (Å)
C: -1.06534 -1.85448 2.24171  -0.273
C: -1.04814 -1.75518 0.80578  -0.295
C: 0.33035 -1.68905 0.41553  -0.201
H: -1.82442 -1.95578 0.08156  0.074
C: 1.10901 -1.71559 1.60138  -0.217
C: 0.23098 -1.67113 2.71425  -0.308
H: 0.53421 -1.57467 3.74978  0.110
H: -1.88679 -2.20865 2.79720  0.113
H: 0.67434 -1.73011 -0.62201  0.103
H: 2.20054 -1.80622 1.58191  0.123
W: -0.41652 0.11166 1.68221  1.018
Cl: 1.51518 1.01416 1.08772  0.132
P: 0.04393 0.54344 -3.27834  1.224
C: 1.29127 -0.64100 -3.61861  -0.372
C: 1.06811 -1.52678 -4.69704  -0.081
H: 0.08538 -1.52671 -5.16754  0.110
C: 2.09686 -2.36224 -5.11211  -0.062
H: 1.91888 -3.00661 -5.97869  0.120
C: 3.31684 -2.39771 -4.43861  -0.045
H: 4.10956 -3.06126 -4.80808  0.123
C: 3.50462 -1.59713 -3.30304  -0.052
H: 4.45330 -1.68565 -2.77961  0.115
C: 2.49647 -0.73060 -2.86338  -0.060
H: 2.63231 -0.15131 -1.95848  0.100
C: -1.64522 -0.00961 -3.48788  -0.341
C: -2.01232 -1.35346 -3.22673  -0.093
H: -1.29819 -2.06840 -2.82913  0.110
C: -3.31599 -1.77145 -3.48957  -0.059
H: -3.61223 -2.80054 -3.31938  0.115
C: -4.28370 -0.87334 -3.95306  -0.039
H: -5.30159 -1.20111 -4.17628  0.121
C: -3.94242 0.47520 -4.10338  -0.056
H: -4.70501 1.19340 -4.39351  0.117
C: -2.64697 0.92215 -3.85441  -0.065
H: -2.38796 1.97622 -3.93227  0.111
C: 0.42951 2.21633 -3.61007  -0.372
C: 0.93555 2.47929 -4.90022  -0.074
H: 1.14351 1.62396 -5.54933  0.115
C: 1.13645 3.79462 -5.29158  -0.063
H: 1.48755 3.98102 -6.31660  0.121
C: 0.90440 4.85770 -4.41027  -0.043
H: 1.05663 5.88905 -4.78079  0.127
C: 0.49292 4.58652 -3.09803  -0.054
H: 0.36253 5.44739 -2.44504  0.116
C: 0.26198 3.27518 -2.67547  -0.053
H: -0.03305 3.07614 -1.66011  0.093
Cl: -3.19924 0.20607 0.07663  0.507
C: -1.85838 1.19314 0.64396  -0.808
H: -1.66679 1.88814 -0.16490  -0.018
H: -2.29433 1.81920 1.40941  -0.015

Atoms 1-2, force components in eV/Å:
-1.51 -1.04 -1.37
0.78 -2.03 0.09